1.
This record from the Open Molecules 2025 dataset describes a molecular structure, C44H130Br3N22O9P7. The level of theory is ωB97M-V/def2-TZVPD.

Geometry (Å):
1 Br -1.6914 -4.4710 3.5029
2 Br -1.9584 -4.2478 6.6501
3 Br -0.3672 -1.9460 4.9167
4 P 7.1852 -2.3846 4.8376
5 P -5.6285 4.0586 -2.3064
6 P 1.8929 0.9784 -6.3353
7 P -0.7117 0.3475 0.0958
8 P 7.6104 -1.9592 -1.6925
9 P -5.5250 -2.4236 -4.0361
10 P -4.3601 3.7529 4.3253
11 O -5.3239 4.8599 -3.5120
12 O -5.6814 -1.1851 -4.8165
13 O 2.5269 -2.1330 -2.0561
14 O 1.1040 -3.0779 -3.3473
15 O -4.7382 3.6021 2.9096
16 O 7.5505 -2.9710 -2.7666
17 O 8.2838 -1.7956 4.0531
18 O -0.7456 0.0920 -1.3496
19 O 1.5839 1.3565 -7.7283
20 N 6.5090 -2.2865 -0.4594
21 N -3.2671 4.9656 4.6736
22 N -3.7004 2.3704 5.0346
23 N 0.7612 0.0840 0.8660
24 N 0.8947 -0.2457 -5.7690
25 N 7.2641 -2.1829 6.5095
26 N -6.6940 -2.6412 -2.8507
27 N 1.5023 -2.7627 -2.2541
28 N 3.4351 0.3564 -6.0409
29 N -4.7966 2.5837 -2.2759
30 N 7.0364 -4.0389 4.5078
31 N 1.7421 2.2604 -5.2708
32 N 9.0675 -1.9056 -0.8790
33 N -1.9084 -0.4643 0.9444
34 N 5.6827 -1.6601 4.5146
35 N -5.6551 -3.7745 -5.0544
36 N 7.2511 -0.3825 -2.1672
37 N -4.0840 -2.6907 -3.2160
38 N -1.0395 1.9826 0.4548
39 N -7.2888 3.6734 -2.1884
40 N -5.1832 4.6756 -0.7943
41 N -5.6680 4.1159 5.3199
42 C -2.8741 -2.5198 -4.0317
43 C 3.6193 -0.8920 -5.2853
44 C -1.8162 4.7799 4.4258
45 C -3.3071 -0.1013 0.7006
46 C 8.0376 -4.6763 3.6534
47 C -2.7947 2.3329 6.1748
48 C -3.7245 6.3302 4.4180
49 C 7.1103 0.6993 -1.1939
50 C 4.4803 -2.0484 5.2633
51 C -8.0425 -2.9977 -3.2525
52 C -0.5161 3.0295 -0.4299
53 C 6.2988 -0.2620 -3.2865
54 C 9.2439 -1.3147 0.4472
55 C -6.1745 -3.6018 -6.4012
56 C -3.9330 1.0042 4.5447
57 C -6.7331 -1.7046 -1.7129
58 C 6.2195 -4.9745 5.2326
59 C 0.7840 3.3327 -5.4119
60 C -1.7488 -1.7777 1.5341
61 C -8.2296 4.7595 -2.3260
62 C 0.3255 -0.2214 -4.4191
63 C 5.0936 -2.1181 -0.7208
64 C 6.9794 -0.8900 7.1219
65 C -5.4729 3.9453 0.4268
66 C 0.6324 -1.4731 -6.5100
67 C -5.0401 1.7515 -3.4488
68 C 0.7054 -3.1052 -1.0358
69 C -3.4419 2.5316 -1.7430
70 C -3.9422 -3.5841 -2.0772
71 C 10.2845 -2.1396 -1.6388
72 C -1.7007 2.4962 1.6512
73 C -0.8106 -3.8501 5.1207
74 C 1.9826 0.2546 0.0561
75 C 6.8080 -3.2096 0.6378
76 C -5.7007 -5.1233 -4.5069
77 C 8.0807 -3.0504 7.3202
78 C 0.9686 0.1900 2.3072
79 C 4.6339 1.1363 -6.2406
80 C -7.7679 2.5196 -1.4484
81 C -5.5003 4.2816 6.7437
82 C -4.7154 6.0465 -0.6528
83 C 5.4067 -1.1517 3.1995
84 C 2.4966 2.2596 -4.0164
85 C -7.0092 3.6524 4.9887
86 H 7.5468 -5.0994 2.7768
87 H -8.5962 -2.1363 -3.6447
88 H -4.8059 6.3901 4.5369
89 H -8.0549 -3.7361 -4.0551
90 H 4.4475 -2.5018 0.0651
91 H 6.2801 -0.8325 2.6364
92 H 11.0013 -2.6531 -0.9950
93 H 8.0711 -4.0861 6.9811
94 H -5.8210 3.3946 7.3007
95 H -4.3313 1.0388 3.5278
96 H -1.6862 4.1589 3.5400
97 H 6.9070 1.6578 -1.6645
98 H -2.8152 3.2192 -2.3258
99 H 6.1966 0.7594 -3.6367
100 H 1.8229 2.5092 -3.1887
101 H 3.1798 -1.7912 -5.7192
102 H -8.3502 5.2615 -1.3542
103 H -1.3666 5.7653 4.3511
104 H -2.3048 -1.7973 2.4708
105 H -3.8952 -0.7845 0.0899
106 H 4.8147 -2.0551 6.3003
107 H 1.0914 -0.5040 -3.6865
108 H -6.9714 1.7865 -1.3297
109 H -3.1809 1.7060 6.9856
110 H 4.5030 1.9632 -6.9396
111 H -5.2862 6.5374 0.1400
112 H -9.2249 4.4654 -2.6630
113 H 5.9759 -5.8014 4.5526
114 H 7.1352 -2.6959 1.5469
115 H -4.0705 -4.6195 -2.4155
116 H -8.5677 -3.3960 -2.3818
117 H -7.5729 -1.0125 -1.6996
118 H -3.4987 6.7046 3.4156
119 H 5.2282 -4.6278 5.5108
120 H 2.8317 1.2652 -3.7200
121 H 9.5136 -2.1178 1.1377
122 H 0.5309 -2.2745 -5.7784
123 H 1.9855 -0.1063 2.5617
124 H 7.6390 -3.1057 8.3252
125 H 3.1326 -0.7520 -4.3175
126 H -6.3009 -5.8281 -5.0773
127 H -0.4727 -0.9511 -4.3189
128 H -8.6001 2.0560 -1.9835
129 H -0.6901 -2.0015 1.6768
130 H -4.8184 6.5772 -1.5979
131 H -3.4244 0.9167 0.3357
132 H 8.3189 -0.8911 0.8341
133 H -0.0765 2.9887 -5.9833
134 H -0.3007 -3.0408 -1.4412
135 H 7.6593 -3.8643 0.4314
136 H -4.5274 4.6732 7.0344
137 H -0.4985 2.6796 -1.4617
138 H 1.2498 4.2604 -5.7543
139 H -7.2264 3.6820 3.9219
140 H 10.0027 -0.5306 0.4431
141 H -5.6821 -2.7811 -6.9293
142 H 0.1034 -4.3816 5.3431
143 H 3.6844 -1.3076 5.1796
144 H -2.0082 -2.7395 -3.4136
145 H -7.8736 5.5222 -3.0185
146 H -3.7327 -0.0102 1.7073
147 H -1.3680 4.2902 5.2905
148 H -4.6901 0.5543 5.1878
149 H 6.8861 -0.1733 6.3011
150 H 5.0498 1.5610 -5.3213
151 H 8.8494 -3.9913 3.4201
152 H -6.5141 4.1087 0.7344
153 H -1.0609 3.9734 -0.4057
154 H 0.4997 3.2326 -0.0668
155 H -3.4601 2.9045 -0.7216
156 H 8.5608 -5.4876 4.1738
157 H 9.1013 -2.7184 7.5411
158 H -2.7460 -1.4612 -4.2722
159 H 1.4255 -1.7146 -7.2175
160 H -4.8252 0.7300 -3.1176
161 H -5.3523 2.8743 0.2623
162 H 6.7220 -5.4509 6.0821
163 H -2.0942 -2.5725 0.8616
164 H 8.0587 0.7737 -0.6614
165 H 7.8325 -0.4975 7.6775
166 H 4.6044 -0.4059 3.2130
167 H 3.3202 2.9749 -4.0284
168 H 5.9532 -3.8393 0.8760
169 H 4.9209 -1.9040 2.5512
170 H 6.6767 -0.8645 -4.1163
171 H 0.3516 3.6222 -4.4452
172 H -4.7736 -3.4571 -1.3815
173 H 2.8047 -0.2642 0.5454
174 H 0.7965 1.2217 2.6282
175 H 2.2565 1.3136 -0.0236
176 H 0.9554 -2.3439 -0.3050
177 H -3.6598 6.1441 -0.3730
178 H -5.7790 -1.1988 -1.5680
179 H -6.1023 -5.0730 -3.4886
180 H -6.0798 1.7469 -3.7699
181 H -4.3741 1.9804 -4.2863
182 H -1.8099 1.6521 2.3315
183 H 4.7953 -2.6300 -1.6427
184 H 6.3080 0.4579 -0.4865
185 H -7.7668 4.2629 5.4788
186 H -3.0308 1.5279 -1.8258
187 H -2.8226 3.3165 6.6492
188 H -4.8902 4.2715 1.2892
189 H -7.0473 2.5987 5.2955
190 H 6.0576 -0.8472 7.7029
191 H -1.0355 3.2321 2.1212
192 H -1.7689 2.0476 5.9352
193 H -2.9521 -3.0734 -4.9696
194 H 1.7871 -0.0922 -0.9562
195 H -0.0234 0.7766 -4.1580
196 H -4.6958 -5.5365 -4.3676
197 H 0.9805 -4.1082 -0.7224
198 H 4.6718 -1.1170 -5.1465
199 H -0.3070 -1.3974 -7.0678
200 H -8.1107 2.8049 -0.4465
201 H 0.3140 -0.5234 2.8075
202 H 10.0826 -2.8243 -2.4623
203 H 5.3553 -0.7506 -3.0274
204 H -6.8073 -2.3877 -0.8563
205 H 10.6721 -1.2043 -2.0517
206 H -3.0054 0.4387 4.4692
207 H 4.8531 -1.0634 -0.8917
208 H -6.0611 -4.4769 -7.0362
209 H 4.0849 -3.0216 4.9707
210 H -3.2658 7.0041 5.1444
211 H -6.1455 5.1106 7.0671
212 H -2.6238 3.0333 1.4177
213 H 5.3851 0.4828 -6.6932
214 H -7.2132 -3.2478 -6.3769
215 H -2.9933 -3.4605 -1.5628

Results
Relative energy (zero: lowest compared OMol25 entry of this formula, charge and spin) (kcal/mol): 0.0

---

2.
This record from the Open Molecules 2025 dataset describes a molecular structure, C11H37N7O18. The level of theory is ωB97M-V/def2-TZVPD.

Geometry (Å):
1 O -0.4789 7.5617 -18.8849
2 O 0.4994 8.8727 -24.7096
3 O -3.5200 10.8186 -21.8890
4 O -0.7231 11.0135 -18.1520
5 O 0.6128 8.0081 -21.7952
6 O -4.2700 7.3172 -18.4803
7 O 2.3542 5.0159 -23.7776
8 O 2.1934 9.9284 -24.0526
9 O -1.4474 6.5803 -23.2829
10 O 0.4057 4.1671 -21.9499
11 O -2.7940 10.6004 -17.7030
12 O 2.1754 5.4128 -20.0789
13 O -0.5688 9.5490 -20.9829
14 O -0.0763 6.6310 -25.0220
15 O 4.2293 5.9178 -20.5994
16 O -3.1854 8.3378 -20.0596
17 O 2.8039 6.3340 -22.1546
18 O -1.4058 5.8259 -19.1188
19 N -1.0800 7.0589 -24.3711
20 N 1.0431 9.6080 -23.9164
21 N 2.2657 6.0558 -23.1917
22 N -4.1060 8.2707 -19.2071
23 N 3.0991 6.1989 -20.3525
24 N -0.3717 8.3668 -21.2274
25 N -1.9084 10.7688 -18.4877
26 C -0.1186 5.4328 -21.5813
27 C -4.9875 9.4689 -18.8095
28 C 1.4360 7.0942 -23.8342
29 C -3.6857 9.4293 -22.1940
30 C 0.2639 10.1055 -22.8189
31 C -1.7749 8.2608 -24.8909
32 C -1.4620 7.3093 -21.1087
33 C -2.6564 6.0760 -18.4568
34 C -2.1860 10.5305 -19.9440
35 C -1.4734 8.5024 -18.6263
36 C 2.5861 7.5921 -20.6225
37 H -1.1385 9.3991 -18.1049
38 H -1.6211 5.6903 -20.0444
39 H 1.0132 7.8091 -23.1283
40 H -1.0188 5.2997 -20.9812
41 H 0.7086 3.6168 -21.2239
42 H -3.5126 5.5590 -18.8899
43 H 0.7417 10.0603 -21.8403
44 H -1.9972 8.7323 -19.5542
45 H -4.3378 10.3400 -18.8952
46 H -0.6875 6.7193 -18.4744
47 H -3.3717 11.1911 -22.7612
48 H 0.5663 6.6018 -24.2694
49 H -2.1455 7.8388 -25.8251
50 H -1.3512 6.6606 -20.2398
51 H -5.8488 9.3816 -19.4718
52 H -2.6337 5.7788 -17.4083
53 H -4.5444 9.1138 -21.6014
54 H 1.8778 7.6424 -24.6662
55 H -1.0311 8.9898 -25.2123
56 H -1.3623 6.6941 -22.0029
57 H 1.6640 7.6244 -21.2027
58 H -2.8019 8.8749 -21.8784
59 H 3.3269 8.0688 -21.2645
60 H 0.5056 6.1339 -21.0272
61 H -2.3653 7.9157 -21.0430
62 H -3.9247 9.2447 -23.2414
63 H -1.5703 9.6807 -20.2389
64 H -2.7474 7.1568 -18.5646
65 H -0.4042 5.9583 -22.4926
66 H -5.3815 9.2990 -17.8076
67 H 2.6445 8.1673 -19.6984
68 H -2.5890 8.6833 -24.3020
69 H -1.7254 11.3231 -20.5337
70 H -0.5477 9.3790 -22.8568
71 H 0.0272 11.1581 -22.9743
72 H -3.2611 10.4923 -20.1194
73 H -2.3024 8.0471 -18.0846

---

3.
This record from the Open Molecules 2025 dataset describes 2 unconnected molecules or ions with the total composition C4H12S4. The level of theory is ωB97M-V/def2-TZVPD.

Geometry (Å):
1 S 1.3668 4.1418 -17.5795
2 S 0.2131 3.6134 -11.1079
3 S -1.3875 3.6337 -12.3134
4 S 2.5099 5.8113 -17.2108
5 C 4.0252 5.0828 -16.5829
6 C 0.4781 5.3552 -10.5870
7 C 0.3755 3.9250 -16.0799
8 C -0.7507 3.8443 -13.9697
9 H -0.2878 2.8900 -14.2725
10 H -1.5427 4.0968 -14.6947
11 H 0.1190 2.8614 -15.9402
12 H 3.9658 3.9883 -16.7058
13 H 1.2947 5.2518 -9.8527
14 H 4.8970 5.4534 -17.1480
15 H 0.0188 4.6339 -14.0002
16 H -0.5553 4.5166 -16.0613
17 H 4.1767 5.3092 -15.5141
18 H -0.4122 5.7506 -10.0697
19 H 1.0135 4.2464 -15.2395
20 H 0.7881 6.0804 -11.3581

Results
SMILES: CSSC.CSSC
Relative energy (zero: lowest compared OMol25 entry of this formula, charge and spin) (kcal/mol): 32.3

---

Number 1: orbital gap 0.253 hartree, highest occupied orbital energy -7.808 eV, strongest force on any atom 0.04715 Eh/bohr. Number 2: orbital gap 0.253 hartree, highest occupied orbital energy -8.502 eV, strongest force on any atom 0.23783 Eh/bohr. Number 3: orbital gap 0.343 hartree, highest occupied orbital energy -8.839 eV, strongest force on any atom 0.02671 Eh/bohr.